[1]
Entry from the Open Molecules 2025 dataset: 14 unconnected molecules or ions with the total composition C84H210N14O28 in a non-equilibrium geometry (wB97M-V/def2-TZVPD).

Geometry as XYZ:
```
336
Properties=species:S:1:pos:R:3:mulliken_charge:R:1
C 9.37445 -5.95257 -0.76651 -1.013
O 8.78477 -6.66179 0.32807 0.148
C 8.16567 -7.92917 -0.03249 -1.642
C 7.48914 -8.64684 1.18214 1.055
N 8.53719 -9.25446 2.04785 0.636
C 7.94735 -10.19189 2.97743 -0.186
C 8.97227 -10.70741 4.04704 -0.206
O 8.44396 -11.95279 4.53963 -0.077
C 9.32865 -12.94970 4.98267 -1.063
H 8.65119 -5.62392 -1.51282 0.340
H 10.05112 -6.64897 -1.26174 0.325
H 9.90615 -5.04938 -0.46712 0.237
H 8.95784 -8.58222 -0.39866 0.440
H 7.46037 -7.78199 -0.85041 0.596
H 6.96874 -9.47790 0.70609 0.352
H 6.70252 -8.09088 1.69226 -0.941
H 9.17257 -8.63587 2.53132 -0.576
H 7.50969 -11.06355 2.49085 0.275
H 7.04163 -9.82187 3.45790 -0.412
H 9.11600 -10.01875 4.87962 0.262
H 9.91471 -10.86170 3.52160 0.110
H 9.96935 -12.48626 5.73288 0.213
H 9.89039 -13.28671 4.11148 0.297
H 8.82545 -13.84940 5.33684 0.312
C 4.70644 0.15588 3.80753 -0.654
O 3.67684 -0.52172 3.05482 -0.146
C 2.54576 0.26161 2.79039 -0.731
C 1.53859 -0.48144 1.85580 -0.788
N 0.67126 -1.36132 2.65865 -0.256
C -0.25158 -2.04623 1.75528 -1.027
C -0.71571 -3.36567 2.37625 -0.544
O 0.43161 -4.23239 2.57563 0.074
C -0.08904 -5.51670 2.86415 -0.538
H 5.51643 -0.55966 3.94901 -0.120
H 4.28652 0.40180 4.78287 0.372
H 5.11729 0.99534 3.24663 0.457
H 2.92981 1.06431 2.16089 0.518
H 2.04975 0.57634 3.70855 0.257
H 2.19164 -1.11402 1.25457 0.310
H 1.02014 0.18237 1.16395 0.500
H 1.15592 -2.06319 3.19956 -0.252
H 0.26105 -2.31706 0.83227 0.395
H -1.06997 -1.42631 1.38916 0.432
H -1.45993 -3.73426 1.67029 0.372
H -1.23458 -3.13762 3.30731 0.296
H -0.85343 -5.46625 3.63956 0.376
H 0.68950 -6.23680 3.11602 -0.211
H -0.48903 -5.96443 1.95440 0.291
C 2.03766 -13.57398 1.08815 -0.773
O 1.33078 -12.40856 1.55316 0.666
C 0.57807 -11.84542 0.47433 -0.775
C -0.34196 -10.83880 1.04214 -0.355
N -1.39952 -11.47206 1.81991 -0.198
C -2.30695 -10.51297 2.51240 0.790
C -2.91956 -9.52212 1.46340 -1.616
O -2.21618 -8.29521 1.42060 0.527
C -2.56438 -7.50270 0.28857 -1.148
H 2.72431 -13.40806 0.25805 0.232
H 1.40982 -14.44590 0.90464 0.120
H 2.59107 -13.80032 1.99953 0.306
H 0.07653 -12.58441 -0.15052 0.512
H 1.16484 -11.29652 -0.26222 -0.190
H -0.77759 -10.36234 0.16390 0.257
H 0.20034 -10.04528 1.55628 0.004
H -1.00389 -12.26290 2.30791 -0.101
H -1.71189 -9.99780 3.26646 -0.570
H -2.99564 -11.16489 3.04981 0.477
H -3.93969 -9.33539 1.79893 0.494
H -2.99939 -10.01563 0.49480 0.447
H -2.34352 -6.43761 0.35848 0.187
H -3.61855 -7.57879 0.02205 0.366
H -2.01755 -7.92461 -0.55468 0.404
C -3.36290 -11.98204 6.98091 -0.662
O -2.49844 -13.02469 6.48450 -0.582
C -1.31986 -12.46445 5.86914 0.987
C -0.35857 -13.50478 5.28628 -0.244
N -0.91029 -14.07003 4.04317 -0.169
C -0.05699 -15.13840 3.43208 -0.459
C -0.75072 -15.57236 2.13156 -0.806
O -1.90197 -16.33346 2.47023 -0.320
C -2.40995 -17.19532 1.50066 -0.850
H -4.21047 -12.33193 7.57023 0.396
H -3.79250 -11.46416 6.12339 0.235
H -2.84644 -11.27627 7.63149 0.177
H -0.80492 -12.00997 6.71554 -0.139
H -1.49859 -11.59681 5.23404 -0.339
H -0.17608 -14.38381 5.90443 0.762
H 0.60741 -13.02261 5.13632 -0.414
H -1.77025 -14.54379 4.28009 0.294
H -0.04739 -15.99226 4.10952 0.581
H 0.93638 -14.73852 3.22856 0.173
H 0.08770 -16.11377 1.69333 0.546
H -1.09864 -14.74821 1.50880 0.182
H -2.74508 -16.71002 0.58401 0.315
H -3.25944 -17.81590 1.78588 0.262
H -1.58776 -17.78763 1.09907 0.351
C 1.72556 -3.14045 11.73148 -0.458
O 0.82464 -4.13060 11.29760 -0.420
C 1.35266 -5.46542 10.99701 -0.498
C 0.25303 -6.46406 10.50020 -0.546
N -0.11807 -6.29456 9.09834 0.273
C -1.25729 -7.08878 8.76614 -0.675
C -1.07743 -8.55613 8.98036 1.739
O -1.57257 -8.88468 10.23710 -0.509
C -1.72271 -10.31730 10.32627 -0.476
H 1.21792 -2.17598 11.74597 0.262
H 2.54427 -3.07789 11.01461 -0.035
H 2.18131 -3.35378 12.69837 0.364
H 1.71045 -5.80057 11.97054 0.513
H 2.16977 -5.29778 10.29535 -0.019
H -0.57147 -6.32747 11.19994 0.433
H 0.64383 -7.47671 10.59977 0.357
H -0.17831 -5.30894 8.88616 -0.298
H -1.58330 -6.84959 7.75391 -0.099
H -2.07978 -6.63758 9.32115 0.571
H -0.01973 -8.79585 8.87125 -0.044
H -1.57936 -9.07581 8.16421 -0.990
H -1.01297 -10.99103 9.84621 0.030
H -2.72661 -10.57936 9.99217 0.288
H -1.66388 -10.64026 11.36566 0.306
C -4.40858 -6.14360 3.15082 -0.310
O -4.48368 -6.43941 4.57580 -0.425
C -3.25252 -6.97286 5.10403 -0.340
C -3.53168 -8.16304 6.09607 0.429
N -4.25546 -7.58773 7.27503 -0.154
C -4.85260 -8.57576 8.18245 0.452
C -5.81906 -7.93880 9.12952 -1.044
O -7.14669 -8.15173 8.56497 -0.342
C -8.15040 -7.65336 9.45298 -0.748
H -3.43991 -5.72257 2.88154 -0.027
H -5.13809 -5.41393 2.79942 0.337
H -4.53111 -7.07917 2.60513 0.149
H -2.63310 -6.18978 5.54129 0.214
H -2.57430 -7.36015 4.34368 0.035
H -2.58300 -8.61214 6.39006 -0.795
H -4.08124 -9.00832 5.68186 0.674
H -4.89957 -6.86662 6.98311 0.365
H -4.03336 -8.91820 8.81466 -0.362
H -5.36973 -9.43531 7.75601 0.185
H -5.61950 -6.89324 9.36420 0.435
H -5.75951 -8.47958 10.07404 0.536
H -8.15823 -8.25857 10.35949 0.299
H -9.11976 -7.75345 8.96469 0.251
H -7.97251 -6.58708 9.59257 0.299
C 6.83307 -4.87588 2.82955 0.995
O 5.44797 -4.83535 3.13190 0.563
C 5.02794 -3.73684 3.97108 -0.372
C 3.59581 -3.91377 4.36909 0.196
N 3.04029 -2.89243 5.28073 0.972
C 1.60323 -3.12766 5.44457 2.570
C 0.94071 -2.30192 6.61568 -0.959
O -0.13227 -3.05619 7.13041 -0.105
C -0.60825 -2.52197 8.35559 -0.935
H 7.52330 -4.56287 3.61294 -0.770
H 7.15328 -4.27827 1.97607 0.469
H 7.07829 -5.91453 2.60782 -0.732
H 5.12053 -2.79219 3.43519 0.827
H 5.63601 -3.80298 4.87329 -0.751
H 3.54612 -4.85196 4.92175 -0.588
H 2.91034 -4.14249 3.55305 -0.177
H 3.16103 -2.00290 4.81785 0.035
H 1.46736 -4.18882 5.65330 -0.528
H 1.06072 -2.95730 4.51464 -1.547
H 0.52116 -1.33628 6.33351 0.386
H 1.71525 -2.19384 7.37496 0.270
H -1.04354 -1.52493 8.28836 0.376
H 0.14974 -2.54166 9.13864 0.259
H -1.30211 -3.23736 8.79703 0.240
C 8.65090 -2.08156 4.34876 -0.929
O 7.93670 -2.50162 5.49914 0.146
C 8.63129 -3.00782 6.64329 -1.081
C 7.67875 -3.84584 7.47880 0.348
N 6.63040 -3.11858 8.25318 -0.085
C 5.46415 -2.69228 7.50037 1.499
C 4.85330 -1.48052 8.24342 -0.569
O 5.92506 -0.46794 8.46940 -0.492
C 5.98843 0.58654 7.56145 -0.543
H 8.98502 -2.93832 3.76358 0.257
H 9.53265 -1.48949 4.59386 0.381
H 8.05074 -1.36895 3.78299 0.185
H 8.97440 -2.17471 7.25673 0.310
H 9.40507 -3.70605 6.32417 0.539
H 8.24922 -4.46184 8.17392 0.240
H 7.16903 -4.56477 6.83736 -0.580
H 7.00011 -2.22793 8.55344 0.548
H 4.65165 -3.41018 7.38827 -0.622
H 5.83741 -2.39712 6.51973 -0.574
H 4.52001 -1.77787 9.23770 0.038
H 4.03537 -0.96195 7.74325 0.265
H 4.99945 0.97533 7.31882 0.294
H 6.50507 0.33170 6.63612 0.125
H 6.67006 1.30368 8.01883 0.317
C 4.48731 -11.29495 -4.28972 -0.796
O 4.78900 -10.63529 -3.02538 -0.373
C 3.91609 -11.07342 -1.99730 -1.543
C 3.87481 -10.23986 -0.71882 1.580
N 2.78757 -9.22891 -0.76788 -0.422
C 2.62970 -8.57658 0.54361 -0.669
C 3.68664 -7.52875 0.94475 1.627
O 3.62719 -6.47315 -0.09300 -0.640
C 4.29354 -5.23210 0.20364 0.067
H 4.59143 -12.35501 -4.05834 0.347
H 5.21587 -10.96135 -5.02865 0.242
H 3.46950 -11.11580 -4.63624 0.299
H 4.31538 -12.04238 -1.69767 0.469
H 2.90433 -11.37736 -2.26575 0.523
H 4.90844 -9.89438 -0.69990 -0.103
H 3.73779 -10.85624 0.16966 -0.478
H 3.19833 -8.47041 -1.29329 0.444
H 2.60307 -9.38904 1.26977 -0.159
H 1.62183 -8.16443 0.49433 0.212
H 4.67407 -7.98910 0.91041 -0.826
H 3.46306 -7.16259 1.94676 0.141
H 5.34917 -5.41258 0.40658 -0.164
H 3.84682 -4.71994 1.05583 -0.172
H 4.30996 -4.57394 -0.66506 0.413
C 13.43661 -10.97983 2.56425 -0.715
O 12.95325 -9.66912 2.74462 -0.342
C 12.03053 -9.22675 1.78129 -0.555
C 11.66567 -7.88809 2.31060 -0.853
N 10.85942 -8.04474 3.46894 -0.005
C 10.47989 -6.72758 4.04838 -1.556
C 9.65836 -6.88443 5.30428 2.040
O 10.54052 -7.35787 6.25357 -0.634
C 9.88856 -7.63661 7.51980 0.267
H 13.79389 -11.12263 1.54442 0.310
H 12.62610 -11.68091 2.76337 0.222
H 14.27539 -11.13047 3.24385 0.235
H 11.13111 -9.83805 1.70733 0.221
H 12.38807 -9.04909 0.76704 0.525
H 11.17791 -7.27092 1.55608 0.311
H 12.59315 -7.41490 2.63302 0.559
H 11.50151 -8.49909 4.10249 0.354
H 9.93524 -6.12424 3.32213 0.203
H 11.40112 -6.21452 4.32444 0.746
H 8.75821 -7.47081 5.11990 -0.373
H 9.22490 -5.91643 5.55567 -0.795
H 9.44082 -6.72675 7.91954 -0.080
H 10.69736 -7.94340 8.18299 0.334
H 9.08946 -8.36105 7.36258 -0.183
C 5.66637 -12.85994 1.76508 -0.525
O 5.87742 -12.71775 3.17893 -0.531
C 4.88013 -11.93389 3.86329 1.069
C 4.91169 -12.10421 5.40271 -0.968
N 6.02124 -11.36330 6.01700 1.192
C 6.09834 -11.48631 7.45510 0.133
C 7.45250 -11.15209 7.95420 -1.081
O 8.33945 -12.16736 7.75818 -0.366
C 9.61905 -11.92604 8.34183 -0.979
H 4.82458 -13.46617 1.43047 0.140
H 6.48071 -13.50250 1.43032 0.428
H 5.52008 -11.87545 1.32069 0.072
H 3.87528 -12.21975 3.55239 0.126
H 4.99123 -10.87159 3.64586 -0.339
H 5.00671 -13.15621 5.67171 0.431
H 3.94634 -11.81735 5.81973 0.053
H 6.90613 -11.65270 5.62543 -0.784
H 5.96062 -12.50437 7.81937 -0.087
H 5.34765 -10.87994 7.96193 0.064
H 7.36313 -10.94845 9.02128 1.020
H 7.84833 -10.22972 7.52918 -0.060
H 9.56486 -11.92537 9.43048 0.387
H 10.02666 -10.93938 8.12170 0.259
H 10.32927 -12.66114 7.96325 0.388
C 4.55322 -11.08379 12.24477 -0.894
O 4.29528 -10.69220 10.89828 0.118
C 3.84666 -9.36167 10.77885 -0.214
C 5.04917 -8.46961 10.34975 -0.585
N 4.50646 -7.11161 10.07277 0.263
C 5.62935 -6.34279 9.50118 0.855
C 6.68778 -5.99163 10.53707 -1.507
O 7.87569 -6.91329 10.57307 -0.065
C 8.86731 -6.53155 11.44596 -1.037
H 5.18533 -10.45668 12.87347 0.302
H 4.98800 -12.08235 12.20074 0.151
H 3.57779 -11.24594 12.70338 0.358
H 3.38119 -8.94002 11.66972 0.450
H 3.10341 -9.28383 9.98536 -0.453
H 5.50365 -8.97823 9.49954 0.225
H 5.68210 -8.38721 11.23333 0.470
H 3.80357 -7.19952 9.35282 -0.365
H 5.25725 -5.38405 9.13997 -0.114
H 6.18869 -6.82495 8.69946 -0.101
H 6.26683 -6.19243 11.52225 0.533
H 7.11011 -4.98715 10.56436 0.667
H 9.24714 -5.51033 11.41523 0.329
H 9.70975 -7.22147 11.39698 0.236
H 8.48428 -6.50346 12.46605 0.381
C 4.70599 -15.85455 12.61420 -0.503
O 4.49328 -16.52629 11.40365 -0.403
C 4.69245 -15.69903 10.24200 0.019
C 4.06767 -16.41153 9.00389 -0.869
N 2.59599 -16.38967 8.99073 -0.506
C 2.03640 -15.01801 8.99103 -0.870
C 2.58747 -14.12168 7.84410 -0.118
O 1.73840 -12.98728 7.70368 0.036
C 1.78110 -12.04804 8.78657 -0.123
H 4.10423 -16.34106 13.38184 0.239
H 4.46335 -14.79798 12.50070 0.130
H 5.76223 -15.95821 12.86264 0.280
H 5.76609 -15.59765 10.08353 0.475
H 4.30435 -14.68819 10.36726 -0.050
H 4.41793 -17.42647 8.81598 0.461
H 4.38832 -15.92156 8.08454 0.261
H 2.36765 -16.83639 9.86732 0.346
H 2.12878 -14.58630 9.98762 0.524
H 0.94700 -15.01866 8.95480 0.373
H 2.54698 -14.77960 6.97600 0.518
H 3.60198 -13.73786 7.95165 -0.275
H 0.87702 -11.45749 8.63829 -0.602
H 2.71852 -11.49188 8.78195 -0.020
H 1.73915 -12.53937 9.75864 0.532
C 1.19795 -10.31063 4.50691 0.530
O 0.32212 -9.27744 5.04289 0.283
C 1.00280 -8.21632 5.66392 -0.339
C 1.97155 -8.60252 6.79697 0.385
N 2.27835 -7.54744 7.74704 1.435
C 3.12025 -6.51608 7.13242 -0.406
C 4.44639 -6.96288 6.48443 -1.261
O 4.27231 -7.31583 5.16782 0.359
C 5.44223 -7.85040 4.50794 0.673
H 1.36386 -10.99108 5.34211 -0.681
H 2.16273 -9.87366 4.24931 -0.228
H 0.69967 -10.91088 3.74565 0.012
H 0.32857 -7.42158 5.98312 0.070
H 1.62460 -7.67596 4.95015 -0.134
H 2.84678 -9.05422 6.33003 -0.244
H 1.59259 -9.48392 7.31429 -0.410
H 1.43658 -7.03235 7.96199 -0.815
H 3.43220 -5.86611 7.94993 -0.009
H 2.55203 -5.93442 6.40654 0.245
H 4.90069 -7.75765 7.07608 1.357
H 5.16085 -6.13969 6.48182 -0.391
H 5.63719 -8.83496 4.93308 0.047
H 6.39042 -7.32231 4.60870 -0.524
H 5.20115 -7.95876 3.45047 -0.203
```

The value obtained for the electronic energy is -168681.857 eV. The HOMO-LUMO gap comes out at 8.51 eV. The calculation puts the max |F| at 2.98 eV Å⁻¹. The HOMO energy is -7.97 eV.

***

[2]
Entry from the Open Molecules 2025 dataset: a molecular structure, C27H34N7S2V in a non-equilibrium geometry (wB97M-V/def2-TZVPD).

Geometry as XYZ:
```
71
Properties=species:S:1:pos:R:3:mulliken_spin:R:1
V -0.00798 0.86736 -0.01590 2.939
C 1.97832 -3.04889 1.09080 0.008
N 2.87283 -1.90448 1.05165 0.003
C 4.28196 -2.20752 1.28033 0.001
C 2.45984 -0.70723 0.58659 0.032
N 1.40917 -0.57820 -0.23020 -0.133
C 1.28325 -1.54810 -1.28330 -0.002
C 2.42511 -1.97518 -1.90822 0.000
C 2.40075 -2.90929 -2.95993 0.002
C 1.21067 -3.38213 -3.41138 0.002
C -0.00538 -2.92870 -2.84180 -0.006
C -1.22621 -3.40166 -3.38592 0.000
C -2.41484 -2.95031 -2.90921 0.002
C -2.43170 -2.02127 -1.85347 -0.004
C -1.28323 -1.58093 -1.24958 -0.021
N -1.39289 -0.62262 -0.18951 -0.018
C -2.43109 -0.74525 0.64319 -0.011
N -3.04233 0.36385 1.10932 -0.003
C -3.52558 0.44800 2.48509 0.003
C -3.11777 1.58207 0.29998 0.011
N -2.86538 -1.93548 1.10733 0.003
C -2.01255 -3.11408 1.12018 0.003
C -4.28213 -2.19371 1.34677 0.002
C -0.00089 -2.00525 -1.75309 0.107
N 3.11683 0.38843 1.01213 -0.009
C 3.15700 1.60912 0.21855 0.023
C 3.59486 0.52926 2.38334 0.004
H 2.17438 -3.61643 2.00070 0.000
H 2.11711 -3.69920 0.22433 0.000
H 0.95122 -2.70184 1.10574 0.007
H 4.52040 -3.14050 0.76650 0.000
H 4.51266 -2.32839 2.33974 0.000
H 4.90486 -1.41848 0.86814 0.000
H 3.37823 -1.57130 -1.58364 -0.002
H 3.33028 -3.22944 -3.41432 0.000
H 1.16721 -4.09213 -4.22859 0.000
H -1.18849 -4.10692 -4.20700 0.000
H -3.34875 -3.28375 -3.34578 0.000
H -3.38378 -1.63384 -1.50804 -0.002
H -4.61076 0.37490 2.56113 0.000
H -3.20269 1.40162 2.90064 0.000
H -3.07245 -0.34297 3.07729 0.000
H -3.75886 1.44285 -0.57023 0.003
H -2.14973 1.93040 -0.04859 -0.009
H -3.53224 2.37584 0.91569 -0.002
H -0.97180 -2.81171 1.14334 -0.010
H -2.17563 -3.74464 0.24386 0.000
H -2.23262 -3.68869 2.01978 0.000
H -4.88256 -1.38499 0.93917 0.000
H -4.50745 -2.30931 2.40788 0.000
H -4.55557 -3.11601 0.83096 0.000
H 2.97378 1.38359 -0.82827 0.013
H 4.15014 2.05142 0.30854 0.002
H 2.43135 2.34468 0.56828 -0.013
H 4.68100 0.62079 2.42362 0.000
H 3.28308 -0.32258 2.97950 0.000
H 3.14454 1.42458 2.81516 0.000
S 0.01789 1.62483 2.24818 -0.023
C -0.00923 3.12821 1.39223 0.056
N 0.01992 3.12573 0.07212 0.014
C 0.00106 4.42180 -0.45782 0.028
C 0.02634 4.75615 -1.80796 -0.005
C -0.00033 6.09391 -2.15879 0.000
C -0.05236 7.09401 -1.18176 0.001
C -0.07720 6.76864 0.16200 -0.002
C -0.04878 5.42182 0.51029 -0.007
S -0.06802 4.70337 2.09746 0.012
H 0.06725 3.97751 -2.56007 0.005
H 0.01838 6.37229 -3.20445 0.000
H -0.07353 8.13438 -1.47901 0.000
H -0.11893 7.54199 0.91834 0.000
```

The value obtained for the electronic energy is -86336.789 eV. The spin multiplicity is 4. The HOMO-LUMO gap (spin up / spin down) comes out at 7.75 / 8.01 eV. Its expectation value of S² is 3.76. The calculation puts the max |F| at 1.08 eV Å⁻¹. The HOMO energy (spin up / spin down) is -9.76 / -10.06 eV. As for the charge: +1.